{
  "formula": "C6H16O",
  "method": "ωB97M-V/def2-TZVPD",
  "symbols": ["C", "C", "C", "C", "H", "H", "H", "H", "H", "H", "H", "H", "H", "H", "C", "C", "O", "H", "H", "H", "H", "H", "H"],
  "coordinates": [[-1.3019, 1.7883, -3.6315], [-1.2824, 1.2299, -2.2088], [-1.4379, 2.3547, -1.1856], [-2.3779, 0.1797, -2.0265], [-2.2705, 2.2805, -3.8217], [-1.1670, 0.9800, -4.3697], [-0.4972, 2.5298, -3.7706], [-0.3012, 0.7410, -2.0410], [-2.4088, 2.8567, -1.3334], [-1.4011, 1.9553, -0.1581], [-0.6345, 3.1015, -1.3017], [-2.2531, -0.6438, -2.7497], [-2.3500, -0.2403, -1.0069], [-3.3651, 0.6439, -2.1889], [3.3859, -1.6198, 3.3678], [2.2971, -2.6647, 3.4600], [1.2354, -2.1096, 4.2413], [3.7523, -1.3594, 4.3751], [2.9989, -0.7056, 2.8870], [4.2335, -1.9987, 2.7723], [1.9351, -2.9336, 2.4490], [2.6869, -3.5860, 3.9341], [0.5236, -2.7799, 4.3072]],
  "homo_ev": -10.327,
  "relative_energy_kj_mol": 41.7,
  "lumo_energy_ha": 0.030,
  "spin_multiplicity": 1,
  "max_force_ev_per_a": 0.95,
  "e_tot_ha": -313.42766,
  "total_charge": 0,
  "smiles": "CC(C)C.CCO"
}